[1]
19
Properties=species:S:1:pos:R:3 method="wB97M-V/def2-TZVPD" smiles="CC1=CC[C@@H]2[C@@H](N)[C@H]12" molar_mass_g_mol=109.17 charge=0 lumo_energy_ev=1.175 multiplicity=1 largest_force_ha_per_bohr=0.08004 orbital_gap_ha=0.329
C 1.29554 -0.17270 -0.39202
H -2.93830 -1.04896 0.84457
H 1.47996 1.01183 1.57362
H 2.82129 -1.48744 -1.03414
C 0.88649 0.78762 0.62592
C -1.38269 0.92230 -0.40992
H 3.17382 -0.60140 0.49790
C -1.24498 -0.34606 0.05542
H -2.13666 1.40646 -1.00644
H 0.31180 -1.26923 1.32200
H 0.30073 2.11660 -0.95034
H -0.45940 2.71350 0.50871
N 2.52364 -0.88800 -0.28187
C -2.28288 -1.32291 0.03658
H 1.06697 0.17942 -1.51852
C -0.18722 1.75463 0.00895
C 0.16985 -0.51914 0.52888
H -1.93922 -2.36964 -0.09048
H -2.87114 -1.05750 -0.89666

---

[2]
20
Properties=species:S:1:pos:R:3 method="wB97M-V/def2-TZVPD" smiles="CC#[N+]C=C1CN(C)C1" molar_mass_g_mol=123.18 charge=+1 lumo_energy_ev=-4.204 multiplicity=1 largest_force_ha_per_bohr=0.09901 orbital_gap_ha=0.289
H -0.67332 -0.90008 -1.61643
C 0.48423 0.33830 -0.24768
C -0.55032 0.19472 -1.37369
H -0.72298 -2.54381 4.42485
C -0.20874 -2.00975 2.51856
N 0.27719 1.11510 -2.21607
H 0.44536 -3.55130 3.75851
H 1.03153 2.39812 -0.69750
C -0.44854 -3.03474 3.42568
H -1.38507 1.63754 -3.19345
C -0.50511 2.19432 -2.78548
H -0.80097 3.06720 -2.10615
H 2.24403 1.18297 -1.17212
C 1.13604 1.42084 -1.04439
H -1.16449 -3.63245 2.93458
N 0.05567 -1.21308 1.71235
C 0.63780 -0.14086 0.98235
H 0.11853 2.68292 -3.45234
H 1.51851 0.27241 1.42330
H -1.48935 0.52161 -1.27489

---

[3]
20
Properties=species:S:1:pos:R:3 method="wB97M-V/def2-TZVPD" molar_mass_g_mol=123.18 charge=+1 lumo_energy_ev=-3.529 multiplicity=1 largest_force_ha_per_bohr=0.10316 orbital_gap_ha=0.322
H -1.92666 -2.17470 0.30968
C -0.73263 1.72986 -0.72388
H 0.06636 0.16492 2.29134
C 1.29073 -0.41141 -0.97352
H -1.96430 -1.60046 1.73128
H -2.09087 0.04184 -0.82950
H -1.37741 2.52808 -0.72901
C 0.57845 1.92193 -1.09274
C -1.22185 0.35366 -0.42663
H -0.50708 -2.52840 1.28690
H 2.44146 1.11995 -1.72847
C -1.23001 -1.69997 0.94982
N 1.41007 -1.52069 -0.57423
C -0.54698 -0.39473 0.47520
H 1.01310 -2.44208 -0.63051
H 0.65638 1.15286 0.88859
N 0.46482 0.21432 1.32380
H 0.79941 2.86777 -1.35806
H 1.38731 -0.15193 1.07488
C 1.48971 0.82919 -1.26494

---

[4]
23
Properties=species:S:1:pos:R:3 method="wB97M-V/def2-TZVPD" smiles="NC1=C2O[C@H](CO)[C@@H](O)[C@H]2C=[NH+]1" molar_mass_g_mol=171.18 charge=+1 lumo_energy_ev="-4.497 / -4.497" multiplicity=1 largest_force_ha_per_bohr=0.14582 orbital_gap_ha="0.299 / 0.299"
C 1.72415 1.85180 -1.08586
O 0.04452 0.45224 2.16582
C 0.86131 0.42313 1.01483
H 2.24318 0.24980 -2.22500
C 0.50035 -0.85191 0.17994
H 0.54578 -2.85614 1.58403
C -0.76249 -0.07321 -0.64226
H -1.86327 -2.83587 0.76138
N -3.10560 -0.90051 -0.52871
H -3.46456 -0.02642 -0.23368
N -1.25119 -2.13432 0.48661
H 1.94417 0.20241 1.11762
H 0.18074 2.57631 0.42224
H -3.65419 -1.30788 -1.24383
C -1.76955 -1.00985 -0.39245
H 0.45065 1.02323 2.79726
H 1.15774 2.50810 -1.76521
H 1.28700 -1.23899 -0.48612
C 0.01083 -2.13289 0.95056
C 0.53092 1.58513 -0.00203
O -0.57641 1.20696 -0.82065
O 2.44629 0.71398 -1.45975
H 2.51963 2.57491 -0.59476

---

[5]
24
Properties=species:S:1:pos:R:3 method="wB97M-V/def2-TZVPD" molar_mass_g_mol=203.24 charge=+1 lumo_energy_ev=-4.496 multiplicity=1 largest_force_ha_per_bohr=0.11772 orbital_gap_ha=0.325
H -3.79606 1.02850 -0.50807
C 2.67461 -0.74701 0.84522
C -3.38880 0.81954 0.45106
N 0.79078 -0.17303 -1.90466
H 4.57880 -0.57873 1.88636
H -3.45514 1.61676 1.33385
O 0.36851 0.23427 -2.96853
H 3.61538 -1.87034 2.53619
O 1.34845 -0.64098 1.31665
C 3.45042 -0.88169 2.15477
C -2.07932 0.85710 -2.04000
H 3.15202 -0.20967 2.83287
C -0.06658 0.00998 -0.76407
H 2.75582 -1.67819 0.36241
H -1.68064 0.36255 -2.85746
S -1.16504 -0.28632 1.68031
C 0.25511 -0.36290 0.67571
O 1.79720 -0.83859 -1.65099
H 3.06560 0.11299 0.41311
N -1.40474 0.37728 -0.82636
H -4.02675 -0.05335 0.81084
H -3.12242 0.63058 -2.01326
C -1.98413 0.37135 0.30825
H -1.68307 1.89990 -2.07421

---

[6]
22
Properties=species:S:1:pos:R:3 method="wB97M-V/def2-TZVPD" molar_mass_g_mol=171.25 charge=+1 lumo_energy_ev=-2.903 multiplicity=1 largest_force_ha_per_bohr=0.09582 orbital_gap_ha=0.346
H -1.27858 2.08364 -2.22936
C 0.83989 0.64454 -0.10212
C -0.25909 1.98758 -1.61699
C -0.03105 -1.39179 1.06120
H -0.19870 2.88002 -0.98713
H 0.14444 -2.33482 0.53043
H -0.89066 -1.01090 -1.41553
H 0.55101 1.93579 -2.30544
H 3.25231 -1.81319 2.28872
C -1.31437 -0.22940 -0.82035
C 3.11098 0.60916 0.84545
H 0.07240 -1.41750 2.23205
S 2.28922 1.55864 -0.23877
H -2.16177 0.30500 -1.07180
H -1.43485 0.17912 1.34978
N -0.32625 0.83848 -0.82976
O 2.43586 -1.40659 2.16500
N 1.03703 -0.41562 0.70362
H -1.97898 -1.55531 0.78229
C 2.30114 -0.42005 1.27614
H 4.07890 0.70478 1.20346
C -1.32672 -0.74022 0.65012

---

[7]
21
Properties=species:S:1:pos:R:3 method="wB97M-V/def2-TZVPD" molar_mass_g_mol=155.25 charge=+1 lumo_energy_ev=-3.846 multiplicity=1 largest_force_ha_per_bohr=0.08656 orbital_gap_ha=0.303
H 1.08866 1.63112 -3.17249
H 0.84035 -0.63324 0.50145
C 1.12943 -0.40145 -3.47149
C 0.33426 0.31888 0.39349
H 0.09421 -2.23702 -3.95903
H -2.24609 1.63974 2.03296
H -1.61207 2.07910 0.55665
H 1.92009 -0.50465 -4.21791
N -0.63661 0.52878 1.37486
C -1.27446 1.79953 1.53833
H 2.14268 0.77764 -1.54450
C 0.19990 -1.37851 -3.33104
H -2.59327 -3.34698 -0.69196
C -0.66951 -1.18914 -2.19761
N -2.48606 -2.62937 -1.40438
H -0.74649 2.55101 1.97871
S -0.40779 0.51341 -1.53087
C -1.54177 -1.86705 -1.47402
C 1.11109 0.76792 -2.46943
H -1.20646 -0.24821 1.71941
H 1.06298 1.14460 0.29685

---

[8]
21
Properties=species:S:1:pos:R:3 method="wB97M-V/def2-TZVPD" smiles="N#C/C=C/C#N.CN(C)C" molar_mass_g_mol=137.19 charge=0 lumo_energy_ev=-1.053 multiplicity=1 largest_force_ha_per_bohr=0.08071 orbital_gap_ha=0.276
H 1.25019 -1.82445 1.07211
H -1.52519 0.11331 -2.76923
C -0.57680 0.60771 -2.51881
C -0.55246 2.01060 -2.69604
N 0.59065 -2.69345 -2.00481
N -0.61970 3.16609 -2.85709
C -0.01154 1.24867 1.46439
H -1.39001 -0.97238 2.39645
C 0.49962 -1.51848 -2.03274
C 0.50954 -0.11744 -2.13644
H -1.06817 -1.86822 0.87116
C 1.23419 -0.82275 1.52813
N 0.04639 -0.13924 1.07916
C -1.17171 -0.87060 1.31468
H -2.00148 -0.32065 0.84069
H 0.91396 1.73848 1.14096
H 1.26283 -0.92461 2.63030
H 2.11347 -0.24203 1.20644
H -0.88564 1.70634 0.97423
H -0.11620 1.36631 2.56501
H 1.49806 0.35677 -2.06855